Here is the molecule C4H8N2 at a distorted geometry from the Open Molecules 2025 dataset. Energies are from wB97M-V/def2-TZVPD.

```
14
Properties=species:S:1:pos:R:3:mulliken_charge:R:1
C 2.196 0.828 -0.021 -1.01
C -2.192 0.645 -0.009 -0.88
C 1.379 -0.217 0.027 0.22
C -0.905 0.895 0.048 -0.19
N -0.635 -1.559 0.072 -0.69
N 0.025 -0.291 -0.110 0.31
H 3.270 0.527 0.097 0.23
H 1.813 1.774 -0.114 0.36
H -2.897 1.456 0.072 0.31
H -2.478 -0.453 -0.261 0.28
H 1.649 -1.273 0.246 0.25
H -0.470 1.823 0.109 0.26
H -0.652 -2.050 -0.856 0.27
H -0.101 -2.105 0.699 0.27
```

Summary:
**F_max**: 0.1486 hartree/bohr
**2S+1**: 3
**Energy above the lowest of the compared OMol25 structures with the same formula, charge and spin**: 2.499 eV
**LUMO level (alpha / beta)**: 0.9 / -1.9 eV
**HOMO energy (alpha / beta)**: -3.52 / -8.88 eV
**Gap between HOMO and LUMO (alpha / beta)**: 4.4 / 6.9 eV

=====

Here is a structure of composition C41H53Cl3GeN7NaO2P2S3 at a distorted geometry from the Open Molecules 2025 dataset. Energies are from wB97M-V/def2-TZVPD.

```
113
Properties=species:S:1:pos:R:3:mulliken_charge:R:1
Na -0.321 0.448 0.681 1.22
C -3.750 3.330 -0.367 -2.08
C -3.129 2.521 0.743 1.54
N -2.005 2.982 1.167 0.04
N -1.085 2.476 1.925 0.09
C -0.831 2.993 3.134 -0.07
S 0.447 2.362 3.999 -0.26
S -1.796 4.346 3.786 -0.29
C -3.432 3.561 3.913 0.04
C -4.570 4.340 3.291 0.72
C -5.873 3.966 3.623 -0.55
C -6.964 4.604 3.058 -0.56
C -6.771 5.639 2.149 -0.42
C -5.481 6.021 1.817 -0.66
C -4.386 5.376 2.383 -0.23
C -3.865 1.396 1.329 -0.14
C -5.270 1.472 1.332 -0.41
C -6.053 0.560 2.003 -1.07
C -5.420 -0.470 2.715 -0.61
C -4.054 -0.595 2.715 -0.76
C -3.211 0.290 1.971 0.48
O -1.957 0.086 1.872 -0.68
H -2.987 3.957 -0.828 0.29
H -4.543 3.974 0.016 0.45
H -4.183 2.667 -1.118 0.38
H -3.640 3.401 4.971 0.75
H -3.375 2.576 3.450 -0.61
H -6.027 3.147 4.318 0.36
H -7.967 4.291 3.322 0.39
H -7.622 6.142 1.705 0.38
H -5.317 6.823 1.108 0.39
H -3.381 5.668 2.106 0.30
H -5.752 2.299 0.824 0.32
H -7.131 0.653 1.999 0.39
H -6.019 -1.184 3.272 0.40
H -3.561 -1.399 3.251 0.51
C -1.874 -2.335 -2.297 -1.67
P -0.687 -2.099 -0.903 1.90
C 0.928 -2.684 -1.696 -0.50
N 1.078 -3.973 -1.585 -0.39
C 2.294 -4.568 -1.773 0.74
C 2.432 -5.964 -1.636 -0.51
C 3.678 -6.529 -1.708 -0.61
C 4.819 -5.724 -1.914 -0.68
C 4.694 -4.369 -2.074 -0.43
C 3.414 -3.780 -2.024 -0.77
N 3.255 -2.451 -2.289 0.46
C 2.081 -1.887 -2.210 -0.43
P 2.093 -0.116 -2.818 1.08
C 1.060 -0.359 -4.332 -1.19
C 3.785 0.176 -3.615 2.30
C 4.838 0.265 -2.505 -1.36
C 3.628 1.583 -4.217 -1.99
C 4.254 -0.777 -4.719 -1.97
C -1.287 -3.510 0.229 2.33
C -2.753 -3.109 0.476 -1.89
C -0.534 -3.373 1.556 -1.80
C -1.270 -4.977 -0.202 -1.86
H -2.060 -3.397 -2.458 0.36
H -1.474 -1.908 -3.213 0.41
H -2.811 -1.828 -2.065 0.37
H 1.541 -6.554 -1.456 0.47
H 3.795 -7.600 -1.600 0.39
H 5.797 -6.187 -1.956 0.41
H 5.550 -3.728 -2.255 0.43
H 1.596 -0.907 -5.104 0.40
H 0.772 0.622 -4.710 0.44
H 0.152 -0.905 -4.088 0.11
H 4.574 1.042 -1.782 0.13
H 5.802 0.546 -2.944 0.64
H 4.965 -0.692 -1.994 0.05
H 3.266 2.307 -3.482 0.34
H 2.948 1.586 -5.071 0.38
H 4.606 1.929 -4.569 0.49
H 4.241 -1.818 -4.407 0.18
H 5.284 -0.518 -4.992 0.53
H 3.655 -0.670 -5.626 0.41
H -2.871 -2.032 0.623 0.06
H -3.105 -3.595 1.392 0.57
H -3.405 -3.425 -0.341 0.30
H -0.628 -2.363 1.964 0.16
H 0.525 -3.607 1.438 0.18
H -0.957 -4.072 2.287 0.60
H -1.664 -5.125 -1.210 0.29
H -1.908 -5.540 0.491 0.51
H -0.272 -5.401 -0.171 0.32
C 3.519 2.499 1.884 -0.55
N 3.763 1.385 0.985 0.94
C 5.124 0.930 0.829 -0.99
C 2.775 0.851 0.254 -0.52
O 1.601 1.206 0.285 -0.32
H 3.955 3.414 1.479 0.28
H 3.953 2.281 2.863 0.30
H 2.446 2.633 1.992 -0.25
H 5.523 0.587 1.787 0.34
H 5.760 1.735 0.452 0.29
H 5.155 0.102 0.121 0.24
H 3.116 0.050 -0.411 -0.02
S 4.304 -3.165 2.569 -0.25
C 3.446 -2.008 3.494 -0.42
C 2.512 -1.403 2.716 -0.72
N 2.465 -1.835 1.411 0.58
C 3.355 -2.756 1.200 -0.24
H 3.659 -1.835 4.537 0.48
H 1.832 -0.625 3.044 0.37
H 3.501 -3.245 0.244 0.12
N -1.239 1.198 -1.644 0.22
C -0.578 0.270 -1.965 -0.41
H -1.067 2.217 -1.794 -0.32
Cl -0.188 3.984 -2.425 -0.52
Ge 0.958 4.337 -0.356 0.68
Cl 3.095 4.275 -1.260 -0.51
Cl 0.695 6.602 -0.367 -0.51
```

Summary:
**F_max**: 0.0223 hartree/bohr
**2S+1**: 2
**Net charge**: -1
**Energy above the lowest of the compared OMol25 structures with the same formula, charge and spin**: 0.562 eV
**LUMO level (alpha / beta)**: 1.5 / 0.7 eV
**HOMO energy (alpha / beta)**: -5.02 / -5.05 eV
**Gap between HOMO and LUMO (alpha / beta)**: 6.5 / 5.8 eV

=====

Here is the ion C10H13NO2P with charge +1 at a distorted geometry from the Open Molecules 2025 dataset. Energies are from wB97M-V/def2-TZVPD.

```
27
Properties=species:S:1:pos:R:3:mulliken_charge:R:1
C -4.043 -0.075 -0.324 -0.54
C -3.389 -1.315 -0.416 -0.45
C -2.033 -1.422 -0.150 -0.33
C -1.423 -0.272 0.259 0.64
P 0.527 -0.068 0.534 0.75
N 1.634 -0.097 -0.857 -0.03
C 2.146 1.255 -0.991 -0.46
C 1.598 2.179 0.143 -0.42
O 0.896 1.329 1.149 -0.44
C 2.392 -1.275 -0.613 -0.62
C 2.433 -1.680 0.924 -0.25
O 1.195 -1.115 1.498 -0.36
C -2.023 0.937 0.518 -0.40
C -3.360 1.033 0.229 -0.35
H -5.164 -0.094 -0.314 0.33
H -3.948 -2.186 -0.760 0.38
H -1.580 -2.367 -0.016 0.41
H 1.792 1.711 -1.883 0.35
H 3.201 1.275 -0.962 0.36
H 2.445 2.737 0.687 0.28
H 0.910 2.881 -0.101 0.34
H 3.338 -1.025 -1.035 0.39
H 2.085 -2.148 -1.152 0.32
H 2.354 -2.774 1.042 0.28
H 3.306 -1.249 1.622 0.28
H -1.343 1.795 0.638 0.24
H -3.945 2.031 0.333 0.30
```

Summary:
**F_max**: 0.0955 hartree/bohr
**Net charge**: +1
**Energy above the lowest of the compared OMol25 structures with the same formula, charge and spin**: 0.641 eV
**LUMO level**: -3.1 eV
**SMILES**: c1ccc(P23=[N+](CCO2)CCO3)cc1
**HOMO energy**: -13.34 eV
**Gap between HOMO and LUMO**: 10.3 eV

=====

The highest F_max belongs to which entry?
C4H8N2

=====

Look up the F_max of the third one.
0.0955 hartree/bohr